This record from OMol25 describes 9 unconnected molecules or ions with the total composition C32H52N9O7. The level of theory is wB97M-V/def2-TZVPD.

Output
Relative energy (zero: lowest compared OMol25 entry of this formula, charge and spin) (kJ/mol): 149.2
2S+1: 1
Maximum force (Eh/bohr): 0.23859
Total charge: +1
Frontier orbital gap (eV): 4.39
HOMO (eV): -9.740
Molar mass (g/mol): 674.82
Total energy (eV): -61735.9883
Lowest unoccupied orbital energy (eV): -5.35

Positions of all 100 atoms, in Å:
C (-46.381, 30.846, 0.919)
C (-45.401, 31.869, 0.183)
C (-45.407, 33.142, 1.147)
C (-44.241, 34.025, 0.876)
C (-42.926, 33.355, 1.094)
C (-42.718, 32.012, 0.112)
N (-44.033, 31.274, 0.072)
O (-43.878, 30.066, -0.247)
C (-41.664, 31.124, 0.759)
C (-42.403, 32.450, -1.298)
C (-46.001, 32.026, -1.254)
H (-47.316, 31.356, 1.249)
H (-45.893, 30.567, 1.868)
H (-46.365, 29.957, 0.239)
H (-45.392, 32.985, 2.114)
H (-46.368, 33.709, 1.039)
H (-44.108, 34.851, 1.562)
H (-44.288, 34.504, -0.141)
H (-43.077, 32.969, 2.067)
H (-42.107, 34.026, 0.902)
H (-41.572, 30.124, 0.362)
H (-41.790, 30.971, 1.873)
H (-40.774, 31.554, 0.742)
H (-42.985, 33.186, -1.746)
H (-42.115, 31.651, -1.879)
H (-41.374, 33.015, -1.139)
H (-46.153, 31.100, -1.764)
H (-45.286, 32.495, -1.905)
H (-46.972, 32.754, -1.283)
N (-46.121, 28.928, -3.539)
C (-45.124, 29.796, -3.913)
C (-43.722, 29.389, -3.434)
C (-43.973, 27.970, -3.054)
C (-45.520, 27.813, -2.818)
H (-47.257, 28.996, -3.562)
H (-45.565, 30.572, -4.672)
H (-42.805, 30.187, -3.684)
H (-43.231, 27.296, -2.636)
H (-45.945, 26.959, -2.321)
N (-40.744, 27.301, 4.959)
C (-39.822, 27.786, 5.794)
C (-39.629, 29.275, 5.602)
C (-40.531, 29.577, 4.533)
C (-41.266, 28.300, 4.086)
H (-41.151, 26.291, 4.923)
H (-39.470, 27.287, 6.479)
H (-38.904, 29.925, 6.170)
H (-40.885, 30.404, 4.121)
H (-42.024, 28.404, 3.220)
N (-45.397, 32.432, 6.231)
C (-45.284, 31.413, 5.407)
C (-44.041, 31.673, 4.546)
C (-43.324, 32.814, 5.182)
C (-44.266, 33.111, 6.453)
H (-46.067, 32.344, 6.867)
H (-46.094, 30.791, 5.188)
H (-43.784, 31.126, 3.742)
H (-42.478, 33.282, 4.925)
H (-44.092, 34.003, 7.185)
N (-50.871, 32.684, -0.338)
C (-50.086, 33.727, -0.629)
C (-49.178, 34.173, 0.473)
C (-49.382, 32.886, 1.570)
C (-50.605, 32.126, 0.924)
H (-51.687, 32.357, -1.056)
H (-50.225, 34.211, -1.574)
H (-48.403, 34.854, 0.647)
H (-48.870, 32.836, 2.503)
H (-51.215, 31.493, 1.319)
N (-46.304, 34.712, 4.476)
C (-47.663, 34.526, 4.566)
C (-48.294, 35.599, 3.688)
C (-47.162, 36.467, 3.138)
C (-45.979, 35.831, 3.741)
H (-45.682, 34.035, 4.996)
H (-48.118, 33.898, 5.193)
H (-49.304, 35.821, 3.816)
H (-47.170, 37.196, 2.521)
H (-45.060, 36.039, 3.712)
C (-36.361, 30.399, 1.488)
N (-37.466, 30.721, 0.590)
O (-37.484, 31.757, 0.106)
O (-38.442, 29.934, 0.541)
H (-35.439, 30.462, 0.952)
H (-36.552, 29.346, 1.894)
H (-36.445, 31.243, 2.318)
C (-38.113, 33.027, -2.736)
N (-38.647, 33.928, -3.720)
O (-38.103, 34.073, -4.834)
O (-39.758, 34.342, -3.491)
H (-38.955, 32.322, -2.149)
H (-37.298, 33.375, -2.115)
H (-37.448, 32.291, -3.299)
C (-38.658, 28.361, -2.819)
N (-39.285, 29.569, -3.529)
O (-40.171, 30.263, -3.124)
O (-38.533, 29.807, -4.546)
H (-38.092, 28.766, -1.962)
H (-37.902, 27.920, -3.583)
H (-39.537, 27.840, -2.343)